166
Properties=species:S:1:pos:R:3:forces:R:3 method="wB97M-V/def2-TZVPD" charge=+1 max_force_ev_per_a=4.07 molar_mass_g_mol=1736.7 total_energy_ha=-11268.19469
C 5.187 -7.218 4.307 -0.1 0.8 0.1
C 4.011 -6.384 3.903 -0.3 -0.1 1.0
O 3.060 -6.244 4.633 0.1 0.0 -0.7
O 4.076 -5.755 2.678 -0.1 -0.4 0.2
C 3.005 -6.152 1.811 0.1 -0.2 -0.7
C 2.909 -5.198 0.625 0.0 -0.4 0.5
C 1.723 -4.216 0.712 0.8 -0.6 -0.9
C 1.985 -2.772 1.223 -1.3 -0.9 1.8
C 3.372 -2.577 1.818 1.0 0.7 0.4
C 3.586 -1.819 3.149 0.0 0.0 -0.4
C 4.902 -1.065 3.167 -0.7 -0.5 0.5
F 4.840 -0.265 4.233 0.3 0.5 0.6
F 5.059 -0.262 2.099 0.0 0.1 -0.7
C 6.148 -2.001 3.330 0.6 0.6 0.1
F 6.692 -1.758 4.521 0.3 0.1 0.6
F 5.811 -3.299 3.327 -0.4 -0.5 -0.4
C 7.254 -1.765 2.286 0.4 -0.7 0.3
F 7.715 -0.531 2.413 0.1 0.7 0.1
F 6.772 -1.936 1.050 -0.5 -0.2 -0.6
C 8.483 -2.714 2.397 0.5 0.7 -0.9
F 8.165 -3.961 2.096 -0.3 -0.6 0.4
F 9.104 -2.622 3.552 -0.2 -0.3 0.6
F 9.340 -2.299 1.458 0.1 0.1 -0.2
C 0.928 -2.603 2.351 -0.4 0.2 0.1
P 1.098 -3.792 3.794 0.7 0.5 1.2
N 0.851 -3.082 5.164 -0.2 0.0 -0.5
O -0.401 -2.781 1.874 0.6 0.0 -0.2
C -0.853 -1.731 1.033 -1.2 0.1 -0.6
C -2.184 -2.372 0.520 0.1 0.2 -0.3
C -3.223 -1.474 -0.111 -1.2 1.0 -0.3
O -3.870 -0.614 0.396 1.0 -1.0 -0.2
Br -3.631 -1.915 -2.011 0.1 -0.1 0.5
C -1.222 -0.438 1.749 0.5 1.1 0.2
I -1.089 1.481 0.821 0.1 -0.4 -0.2
C -1.712 -0.417 2.985 -0.7 0.2 0.7
C -1.991 -1.615 3.847 0.3 0.0 0.2
I -2.259 1.369 4.025 0.1 -0.6 -0.2
C 0.139 -1.746 -0.157 -0.9 0.1 -0.4
Br -0.318 -0.645 -1.698 0.3 0.0 0.1
N 1.611 -1.705 0.152 1.2 1.0 -0.4
C 2.184 -0.324 0.438 -0.4 -0.1 0.5
C 2.062 0.510 1.708 1.9 3.6 0.6
O 2.773 1.497 1.721 -1.7 -2.6 -0.1
F 1.223 0.322 2.735 0.5 -0.5 -0.8
P 2.453 -2.145 -1.455 -0.2 -2.3 -3.2
N 1.604 -3.040 -2.375 -0.3 0.3 0.7
O 2.922 -0.850 -2.222 0.1 0.7 1.5
O 3.819 -2.853 -1.053 -0.1 1.0 0.8
H 5.235 -7.125 5.380 0.1 -0.2 0.4
H 6.106 -6.837 3.886 0.2 -0.2 -0.3
H 4.998 -8.259 4.078 0.1 -0.2 -0.3
H 3.236 -7.145 1.438 0.2 -0.2 0.0
H 2.056 -6.257 2.325 -0.1 0.2 0.4
H 2.776 -5.840 -0.235 -0.2 0.0 -0.4
H 3.886 -4.751 0.510 0.1 0.2 -0.2
H 0.987 -4.718 1.324 -0.3 0.2 0.4
H 1.246 -4.255 -0.259 -0.1 0.5 -0.2
H 4.072 -2.133 1.120 -0.2 0.1 -0.5
H 3.851 -3.522 2.016 -0.3 -0.5 -0.2
H 2.837 -1.109 3.479 -0.1 0.1 -0.2
H 3.682 -2.515 3.970 -0.2 -0.3 0.3
H 0.953 -1.630 2.836 0.3 -0.1 0.0
H 2.410 -4.276 3.711 -0.3 -0.3 -0.6
H 0.225 -4.849 3.475 0.0 0.1 -0.4
H 1.681 -3.163 5.736 -0.1 0.1 0.3
H -2.005 -3.221 -0.127 0.2 -0.1 -0.2
H -2.634 -2.775 1.414 -0.3 0.0 0.3
H -2.442 -1.330 4.781 -0.2 0.1 0.2
H -2.647 -2.343 3.389 -0.1 -0.1 -0.3
H -1.058 -2.099 4.102 0.1 -0.2 0.2
H -0.060 -2.701 -0.607 0.5 -0.5 0.0
H 3.243 -0.353 0.239 0.4 -0.2 0.3
H 1.832 0.365 -0.313 -0.6 0.0 -0.2
H 2.029 -3.947 -2.510 -0.3 -0.3 0.0
H 2.226 -0.196 -2.383 -0.1 0.0 -0.4
H 4.302 -2.987 -1.881 0.4 -0.1 0.0
C 2.561 -13.702 2.856 0.1 0.0 0.3
C 3.545 -12.830 2.105 -0.3 -0.3 -0.2
O 4.184 -11.875 2.968 0.0 0.1 -0.2
C 5.132 -12.372 3.764 -0.1 0.3 0.4
O 5.495 -13.516 3.804 0.1 -0.2 -0.1
O 5.601 -11.377 4.514 -0.1 0.0 0.1
C 6.566 -11.784 5.492 0.2 0.1 0.1
H 1.833 -13.086 3.386 -0.1 0.0 -0.1
H 2.033 -14.360 2.166 0.0 0.0 0.0
H 3.067 -14.318 3.597 0.1 0.0 -0.1
H 3.019 -12.241 1.356 0.1 0.2 0.1
H 4.295 -13.426 1.586 0.1 0.0 0.1
H 7.385 -12.329 5.032 -0.1 -0.1 -0.1
H 6.088 -12.392 6.258 0.0 -0.1 -0.1
H 6.954 -10.877 5.945 -0.1 0.1 -0.1
C -5.787 5.091 -2.103 0.2 0.3 0.1
C -4.824 4.166 -2.815 -0.4 -0.2 0.1
O -3.639 4.854 -3.253 0.0 -0.1 -0.1
C -2.757 5.143 -2.307 -0.1 0.2 -0.2
O -2.854 4.873 -1.136 0.1 -0.3 0.2
O -1.750 5.808 -2.865 0.2 0.0 0.0
C -0.769 6.279 -1.933 0.2 0.1 0.0
H -6.028 5.948 -2.733 -0.1 -0.1 -0.1
H -6.708 4.565 -1.855 0.0 0.0 -0.1
H -5.356 5.478 -1.180 0.0 -0.1 0.0
H -5.287 3.777 -3.719 0.2 0.1 -0.1
H -4.552 3.312 -2.193 0.1 0.1 0.1
H -0.389 5.466 -1.319 -0.1 0.0 0.1
H -1.190 7.061 -1.304 0.0 -0.1 0.1
H 0.046 6.694 -2.520 -0.1 0.0 -0.1
C -5.574 11.148 -4.640 -0.2 0.0 0.2
C -6.081 10.038 -5.537 0.3 0.3 -0.1
O -7.061 9.221 -4.878 0.1 -0.2 -0.1
C -8.271 9.763 -4.754 0.2 0.0 0.3
O -8.603 10.849 -5.145 0.0 0.2 -0.1
O -9.046 8.900 -4.101 -0.1 -0.1 0.0
C -10.356 9.400 -3.809 -0.2 0.0 0.1
H -5.194 10.737 -3.704 0.1 0.0 -0.1
H -4.775 11.700 -5.135 0.0 0.0 0.0
H -6.370 11.847 -4.391 0.0 0.0 -0.1
H -5.263 9.366 -5.789 -0.1 -0.2 0.1
H -6.486 10.429 -6.471 -0.1 0.0 0.1
H -10.853 9.752 -4.711 0.1 0.1 0.0
H -10.296 10.202 -3.076 0.0 0.1 -0.1
H -10.921 8.573 -3.390 0.1 -0.1 0.0
C 9.961 -7.989 2.212 0.1 -0.3 0.0
C 8.575 -7.900 1.611 0.2 0.3 0.2
O 8.248 -9.061 0.837 0.0 0.3 -0.2
C 7.935 -10.157 1.524 0.0 -0.1 -0.1
O 7.877 -10.253 2.721 0.0 0.0 0.2
O 7.699 -11.127 0.645 0.0 0.0 -0.1
C 7.432 -12.404 1.229 0.0 -0.2 0.0
H 10.701 -8.180 1.434 0.0 0.1 0.0
H 10.215 -7.061 2.724 0.0 0.0 0.0
H 10.027 -8.805 2.930 -0.1 0.0 0.1
H 8.530 -7.063 0.915 -0.1 -0.1 -0.2
H 7.816 -7.731 2.376 0.0 -0.2 0.1
H 6.620 -12.342 1.944 0.1 0.0 0.0
H 8.329 -12.794 1.706 0.0 0.0 0.1
H 7.143 -13.066 0.419 0.0 0.1 -0.1
C -1.797 11.391 3.536 -0.1 -0.2 0.1
C -1.390 11.234 2.087 0.0 0.4 0.2
O -1.350 9.856 1.686 0.1 0.0 -0.1
C -2.534 9.286 1.480 0.1 0.0 0.0
O -3.606 9.817 1.580 -0.2 0.1 0.0
O -2.325 8.012 1.144 0.0 -0.1 -0.1
C -3.521 7.244 0.975 -0.2 -0.3 0.0
H -1.144 10.802 4.181 0.1 0.1 0.0
H -1.740 12.437 3.835 0.0 0.0 0.0
H -2.816 11.044 3.699 0.0 0.1 -0.1
H -0.378 11.608 1.946 0.1 -0.2 -0.1
H -2.044 11.798 1.422 -0.1 -0.1 0.0
H -4.195 7.717 0.263 0.0 0.1 0.1
H -4.021 7.111 1.934 -0.1 0.2 0.0
H -3.228 6.273 0.591 0.2 0.1 0.0
C -12.344 12.576 -10.846 0.2 0.1 0.1
C -12.604 11.085 -10.810 -0.3 0.3 -0.1
O -11.416 10.340 -10.504 0.0 -0.1 -0.1
C -11.037 10.368 -9.229 0.0 0.0 -0.1
O -11.601 10.934 -8.332 -0.1 0.0 0.2
O -9.915 9.658 -9.119 0.1 -0.1 0.0
C -9.340 9.680 -7.809 0.2 -0.1 0.0
H -11.534 12.804 -11.539 -0.1 0.0 -0.1
H -13.240 13.110 -11.160 0.0 0.0 0.0
H -12.049 12.948 -9.866 -0.1 0.0 0.0
H -12.918 10.742 -11.794 0.2 -0.2 0.0
H -13.396 10.832 -10.106 0.1 0.0 0.1
H -10.063 9.371 -7.058 -0.1 0.1 0.0
H -8.959 10.671 -7.582 -0.2 0.1 0.1
H -8.512 8.975 -7.812 0.0 0.0 -0.2